# C5H4N

The ion C5H4N with charge +1 (ωB97M-V with the def2-TZVPD basis set, the Open Molecules 2025 dataset).

Last columns: bonded neighbours and bond lengths (Å).
Element x y z (Å)
1 N -1.63972 -0.83219 -0.53100  C3 1.205, C4 1.592
2 C 0.90287 -0.57885 0.08044  C3 1.478, C6 1.558, H8 1.103, H9 1.015
3 C -0.54237 -0.86629 -0.03417  N1 1.205, C2 1.478, C4 1.698
4 C -1.49901 0.48069 0.35826  N1 1.592, C3 1.698, C5 1.395, H7 1.157
5 C -0.48304 1.27997 -0.16656  C4 1.395, C6 1.366
6 C 0.75070 0.83762 -0.55109  C2 1.558, C5 1.366, H10 1.068
7 H -1.98193 0.25791 1.38531  C4 1.157
8 H 1.48870 -0.69495 1.00800  C2 1.103
9 H 1.39060 -1.18486 -0.57209  C2 1.015
10 H 1.61320 1.30096 -0.97711  C6 1.068

Properties
LUMO (spin up / spin down), eV: -7.26 / -7.25
ΔE to the lowest compared entry with this formula, charge and spin, kcal per mole: 71.92
Orbital gap (spin up / spin down), eV: 8.479 / 8.483
Total charge: +1